# 1
{"formula": "C26H66Cl2N5O17P3", "method": "ωB97M-V/def2-TZVPD", "elements": ["C", "C", "O", "N", "C", "H", "H", "H", "H", "H", "H", "H", "C", "C", "O", "N", "C", "H", "H", "H", "H", "H", "H", "H", "C", "C", "O", "N", "C", "H", "H", "H", "H", "H", "H", "H", "C", "C", "O", "N", "C", "H", "H", "H", "H", "H", "H", "H", "C", "C", "O", "N", "C", "H", "H", "H", "H", "H", "H", "H", "C", "O", "P", "O", "O", "C", "O", "C", "H", "H", "H", "H", "H", "H", "H", "H", "H", "C", "O", "P", "O", "O", "C", "O", "C", "H", "H", "H", "H", "H", "H", "H", "H", "H", "C", "O", "P", "O", "O", "C", "O", "C", "H", "H", "H", "H", "H", "H", "H", "H", "H", "Cl", "C", "C", "Cl", "H", "H", "H", "H"], "xyz": [[-25.424, -16.100, -26.019], [-24.128, -16.636, -25.530], [-23.880, -17.845, -25.561], [-23.262, -15.723, -25.049], [-21.941, -15.943, -24.621], [-25.664, -15.220, -25.423], [-26.220, -16.840, -26.090], [-25.264, -15.769, -27.045], [-23.560, -14.765, -24.933], [-21.283, -16.076, -25.480], [-21.888, -16.849, -24.016], [-21.602, -15.108, -24.008], [-27.983, -12.143, -20.107], [-28.666, -13.456, -20.419], [-29.922, -13.511, -20.446], [-27.855, -14.493, -20.604], [-28.232, -15.863, -20.876], [-28.772, -11.391, -20.087], [-27.260, -11.951, -20.899], [-27.467, -12.125, -19.148], [-26.863, -14.306, -20.565], [-27.486, -16.175, -21.606], [-29.240, -16.062, -21.239], [-28.096, -16.405, -19.940], [-29.687, -7.312, -33.428], [-29.024, -8.062, -32.263], [-29.569, -8.172, -31.163], [-27.884, -8.663, -32.489], [-27.152, -9.384, -31.478], [-30.702, -7.648, -33.638], [-29.156, -7.354, -34.379], [-29.878, -6.266, -33.187], [-27.556, -8.774, -33.438], [-27.286, -8.821, -30.554], [-26.077, -9.383, -31.657], [-27.520, -10.406, -31.392], [-22.167, -12.295, -17.435], [-22.361, -12.718, -18.846], [-23.076, -13.672, -19.110], [-21.716, -12.097, -19.828], [-20.837, -10.999, -19.786], [-22.714, -12.901, -16.713], [-22.574, -11.308, -17.214], [-21.127, -12.501, -17.182], [-22.025, -12.368, -20.751], [-21.293, -10.190, -19.214], [-20.658, -10.696, -20.817], [-19.817, -11.199, -19.457], [-28.083, -3.946, -27.878], [-26.611, -3.726, -28.284], [-25.980, -2.798, -27.803], [-26.185, -4.530, -29.268], [-24.851, -4.439, -29.843], [-28.645, -4.714, -28.411], [-28.601, -2.991, -27.965], [-27.967, -4.389, -26.889], [-26.834, -5.175, -29.694], [-24.234, -5.216, -29.391], [-24.270, -3.548, -29.603], [-24.893, -4.514, -30.930], [-27.420, -2.768, -13.131], [-27.011, -3.107, -14.452], [-26.096, -4.385, -14.788], [-24.738, -4.361, -14.156], [-27.038, -5.648, -14.463], [-28.403, -5.697, -14.774], [-26.003, -4.458, -16.452], [-25.807, -5.689, -17.118], [-27.456, -1.714, -12.855], [-26.898, -3.245, -12.302], [-28.423, -3.195, -13.094], [-29.016, -5.805, -13.879], [-28.580, -6.603, -15.354], [-28.751, -4.837, -15.346], [-25.658, -6.561, -16.480], [-24.953, -5.549, -17.780], [-26.682, -6.002, -17.687], [-27.114, -9.594, -25.512], [-25.937, -8.794, -25.664], [-24.484, -9.412, -25.200], [-24.425, -10.753, -24.534], [-23.474, -9.126, -26.402], [-22.041, -9.505, -26.291], [-24.055, -8.226, -24.149], [-23.929, -6.902, -24.649], [-27.643, -9.340, -24.593], [-26.887, -10.660, -25.520], [-27.782, -9.516, -26.370], [-21.702, -9.301, -25.275], [-21.365, -8.938, -26.931], [-21.799, -10.547, -26.501], [-24.853, -6.481, -24.252], [-23.862, -6.620, -25.700], [-23.123, -6.405, -24.110], [-19.680, 0.284, -28.518], [-19.958, 0.157, -27.158], [-18.716, -0.175, -26.127], [-19.065, -0.288, -24.706], [-18.308, -1.602, -26.787], [-18.701, -2.831, -26.202], [-17.632, 0.921, -26.617], [-17.543, 2.221, -26.033], [-20.118, 1.219, -28.867], [-20.076, -0.544, -29.106], [-18.615, 0.263, -28.749], [-17.910, -3.575, -26.302], [-19.470, -3.312, -26.807], [-18.951, -2.865, -25.142], [-17.435, 2.794, -26.954], [-16.723, 2.272, -25.317], [-18.493, 2.558, -25.617], [-32.071, -16.003, -25.835], [-32.355, -14.309, -25.376], [-33.216, -13.518, -26.422], [-32.523, -13.725, -28.013], [-31.390, -13.841, -25.182], [-32.886, -14.384, -24.427], [-33.148, -12.438, -26.293], [-34.264, -13.816, -26.432]], "homo_energy_ev": -9.33, "lumo_ev": -0.027, "max_force_ev_per_a": 3.20, "smiles": "COP(=O)(OC)OC.COP(=O)(OC)OC.COP(=O)(OC)OC.CNC(C)=O.CNC(C)=O.CNC(C)=O.CNC(C)=O.CNC(C)=O.ClCCCl", "homo_lumo_gap_ev": 9.31}



# 2
{"formula": "C26H66F13O9PS11Si2", "method": "ωB97M-V/def2-TZVPD", "elements": ["C", "Si", "C", "C", "C", "F", "F", "C", "F", "F", "C", "F", "F", "C", "F", "F", "S", "F", "F", "F", "F", "F", "O", "Si", "C", "C", "C", "S", "P", "S", "H", "H", "H", "H", "H", "H", "H", "H", "H", "H", "H", "H", "H", "H", "H", "H", "H", "H", "C", "S", "O", "C", "H", "H", "H", "H", "H", "H", "C", "S", "O", "C", "H", "H", "H", "H", "H", "H", "C", "S", "O", "C", "H", "H", "H", "H", "H", "H", "C", "S", "O", "C", "H", "H", "H", "H", "H", "H", "C", "S", "O", "C", "H", "H", "H", "H", "H", "H", "C", "S", "O", "C", "H", "H", "H", "H", "H", "H", "C", "S", "O", "C", "H", "H", "H", "H", "H", "H", "C", "S", "O", "C", "H", "H", "H", "H", "H", "H"], "xyz": [[-5.423, 1.036, 4.377], [-4.521, -0.095, 3.166], [-4.971, 0.203, 1.336], [-5.954, -0.811, 0.709], [-5.455, -2.223, 0.457], [-5.349, -2.939, 1.594], [-6.419, -2.862, -0.263], [-4.111, -2.430, -0.300], [-3.050, -1.879, 0.296], [-3.877, -3.767, -0.255], [-4.192, -2.104, -1.845], [-5.059, -1.126, -2.125], [-4.740, -3.217, -2.384], [-2.826, -1.971, -2.598], [-1.898, -2.770, -2.106], [-3.048, -2.422, -3.842], [-2.110, -0.240, -2.806], [-1.285, -0.764, -4.087], [-3.288, 0.204, -3.758], [-2.837, 0.308, -1.500], [-0.851, -0.619, -1.893], [-1.462, 1.190, -3.006], [-2.840, -0.075, 3.294], [-2.093, 1.436, 3.386], [-0.258, 1.119, 3.098], [-0.171, 0.031, 1.999], [1.162, 0.012, 1.206], [1.791, -1.722, 1.133], [-2.717, 2.914, 1.832], [-1.407, 4.384, 1.926], [-6.187, 1.636, 3.868], [-5.983, 0.399, 5.074], [-4.782, 1.670, 4.994], [-4.931, -1.477, 3.491], [-5.464, 1.186, 1.293], [-4.040, 0.325, 0.775], [-6.364, -0.374, -0.203], [-6.810, -0.896, 1.389], [-2.364, 1.991, 4.717], [0.267, 2.039, 2.824], [0.180, 0.801, 4.052], [-0.968, 0.239, 1.269], [-0.354, -0.945, 2.442], [0.948, 0.318, 0.181], [1.928, 0.653, 1.638], [0.638, -2.435, 1.089], [-2.720, 2.410, 0.509], [-3.986, 3.468, 2.160], [-2.339, 6.471, 4.936], [-2.533, 4.835, 5.645], [-3.907, 4.357, 5.295], [-2.575, 5.367, 7.365], [-2.328, 6.374, 3.856], [-3.171, 7.106, 5.236], [-1.395, 6.902, 5.269], [-3.394, 6.070, 7.515], [-1.624, 5.833, 7.622], [-2.730, 4.489, 7.990], [2.915, 0.336, -2.398], [4.308, -0.794, -2.327], [4.809, -0.783, -0.921], [5.435, 0.208, -3.301], [2.105, -0.093, -1.807], [3.202, 1.301, -1.980], [2.591, 0.453, -3.432], [5.564, 1.184, -2.837], [5.037, 0.322, -4.306], [6.397, -0.299, -3.350], [-4.334, 8.069, 1.236], [-3.112, 9.231, 1.861], [-2.758, 8.793, 3.237], [-4.236, 10.628, 2.020], [-3.846, 7.105, 1.103], [-5.151, 7.971, 1.952], [-4.712, 8.422, 0.275], [-5.060, 10.366, 2.685], [-4.616, 10.902, 1.036], [-3.681, 11.464, 2.440], [4.468, 3.076, -7.023], [5.874, 1.956, -6.961], [6.394, 1.978, -5.567], [6.977, 2.969, -7.958], [3.665, 2.648, -6.423], [4.752, 4.046, -6.616], [4.133, 3.180, -8.056], [7.102, 3.946, -7.491], [6.565, 3.077, -8.961], [7.941, 2.467, -8.014], [0.572, -6.374, -0.669], [-0.746, -5.162, -0.513], [-0.261, -4.093, 0.406], [-1.884, -6.192, 0.420], [1.398, -5.906, -1.203], [0.902, -6.686, 0.316], [0.208, -7.230, -1.239], [-1.410, -6.513, 1.343], [-2.168, -7.055, -0.183], [-2.769, -5.598, 0.645], [3.204, -1.930, -7.165], [1.770, -0.848, -7.053], [2.180, 0.347, -6.263], [0.813, -1.924, -5.969], [3.957, -1.436, -7.776], [3.607, -2.115, -6.169], [2.913, -2.869, -7.636], [1.364, -2.121, -5.049], [0.606, -2.857, -6.493], [-0.121, -1.431, -5.733], [0.059, -8.146, 4.628], [0.412, -6.577, 3.821], [0.495, -6.844, 2.356], [2.097, -6.422, 4.426], [-0.947, -8.453, 4.347], [0.776, -8.900, 4.301], [0.110, -8.017, 5.709], [2.683, -7.285, 4.112], [2.086, -6.346, 5.514], [2.525, -5.515, 4.004], [6.989, -1.972, 0.779], [8.377, -3.105, 0.890], [8.868, -3.081, 2.296], [9.511, -2.102, -0.087], [6.165, -2.382, 1.359], [7.271, -1.000, 1.184], [6.679, -1.870, -0.258], [9.631, -1.123, 0.377], [9.122, -1.996, -1.100], [10.473, -2.611, -0.119]], "homo_energy_ev": -7.90, "lumo_ev": 0.160, "max_force_ev_per_a": 2.23, "homo_lumo_gap_ev": 8.06}



# 3
{"formula": "C26H69ClN3O14", "method": "ωB97M-V/def2-TZVPD", "elements": ["Cl", "O", "O", "O", "O", "C", "C", "O", "H", "H", "H", "H", "H", "H", "C", "C", "O", "H", "H", "H", "H", "H", "H", "C", "C", "O", "H", "H", "H", "H", "H", "H", "C", "C", "O", "H", "H", "H", "H", "H", "H", "C", "O", "C", "C", "N", "C", "C", "O", "C", "H", "H", "H", "H", "H", "H", "H", "H", "H", "H", "H", "H", "H", "H", "H", "C", "O", "C", "C", "N", "C", "C", "O", "C", "H", "H", "H", "H", "H", "H", "H", "H", "H", "H", "H", "H", "H", "H", "H", "C", "O", "C", "C", "N", "C", "C", "O", "C", "H", "H", "H", "H", "H", "H", "H", "H", "H", "H", "H", "H", "H", "H", "H"], "xyz": [[1.088, -1.308, -0.299], [1.924, -0.486, 0.558], [1.806, -1.681, -1.499], [0.748, -2.527, 0.405], [-0.091, -0.562, -0.658], [2.556, -4.620, -3.567], [1.154, -4.672, -4.141], [1.091, -5.232, -5.475], [2.689, -3.754, -2.912], [3.337, -4.634, -4.324], [2.709, -5.425, -2.844], [0.654, -3.701, -4.098], [0.544, -5.341, -3.522], [0.329, -4.812, -5.881], [2.944, 3.927, 0.597], [1.579, 3.315, 0.266], [1.188, 2.393, 1.257], [2.910, 4.931, 1.014], [3.542, 4.067, -0.323], [3.578, 3.220, 1.134], [1.653, 2.807, -0.700], [0.860, 4.128, 0.219], [1.740, 1.607, 1.168], [4.217, -3.171, 2.012], [4.612, -3.154, 0.565], [3.703, -3.870, -0.263], [3.155, -2.980, 2.178], [4.800, -2.469, 2.612], [4.385, -4.163, 2.448], [5.609, -3.583, 0.437], [4.721, -2.130, 0.183], [2.879, -3.370, -0.209], [0.442, -7.031, 1.945], [0.302, -6.171, 0.712], [-1.057, -5.815, 0.473], [0.018, -6.570, 2.834], [1.492, -7.303, 2.084], [-0.040, -8.000, 1.778], [0.706, -6.745, -0.134], [0.894, -5.255, 0.716], [-1.407, -6.242, -0.311], [-3.949, 0.537, 4.440], [-2.740, 0.498, 3.750], [-2.196, -0.807, 3.720], [-1.112, -0.904, 2.693], [-0.059, 0.074, 2.864], [0.810, -0.214, 4.005], [1.820, 0.877, 4.212], [1.275, 2.110, 4.540], [2.248, 3.085, 4.757], [-4.327, 1.561, 4.446], [-3.809, 0.242, 5.494], [-4.704, -0.129, 3.999], [-3.009, -1.481, 3.392], [-1.907, -1.195, 4.705], [-1.479, -0.901, 1.669], [-0.725, -1.944, 2.791], [0.487, 0.014, 2.013], [1.303, -1.187, 3.859], [0.150, -0.254, 4.876], [2.470, 0.961, 3.320], [2.529, 0.473, 4.966], [1.747, 4.054, 4.663], [3.002, 3.023, 3.964], [2.667, 3.069, 5.771], [-3.622, 3.000, 6.650], [-3.428, 3.428, 5.334], [-4.279, 4.462, 4.924], [-3.649, 5.232, 3.776], [-3.491, 4.384, 2.632], [-3.141, 5.037, 1.401], [-2.896, 4.043, 0.285], [-1.823, 3.219, 0.534], [-1.538, 2.398, -0.566], [-2.710, 2.511, 6.993], [-4.443, 2.273, 6.708], [-3.802, 3.833, 7.341], [-4.513, 5.177, 5.724], [-5.245, 4.060, 4.570], [-2.674, 5.590, 4.122], [-4.296, 6.108, 3.577], [-4.268, 3.746, 2.530], [-2.202, 5.585, 1.554], [-3.885, 5.781, 1.063], [-2.844, 4.613, -0.662], [-3.824, 3.447, 0.141], [-2.376, 1.755, -0.878], [-0.698, 1.741, -0.366], [-1.325, 3.026, -1.449], [-0.836, 2.833, -5.381], [-1.360, 1.991, -6.375], [-1.351, 0.630, -5.980], [-1.256, -0.279, -7.178], [-0.011, -0.168, -7.934], [0.887, -1.307, -7.812], [1.353, -1.631, -6.391], [2.107, -0.556, -5.925], [2.507, -0.731, -4.568], [0.265, 2.744, -5.351], [-1.130, 2.557, -4.360], [-1.101, 3.865, -5.591], [-2.267, 0.415, -5.411], [-0.513, 0.465, -5.289], [-2.087, -0.065, -7.859], [-1.383, -1.292, -6.790], [0.486, 0.691, -7.751], [1.786, -1.040, -8.375], [0.405, -2.200, -8.219], [1.804, -2.629, -6.330], [0.420, -1.717, -5.794], [3.379, -0.103, -4.389], [2.721, -1.759, -4.279], [1.692, -0.342, -3.949]], "homo_energy_ev": -5.45, "lumo_ev": 2.524, "max_force_ev_per_a": 1.78, "total_charge": -1, "homo_lumo_gap_ev": 7.98}



# 4
{"formula": "C26H70BFO10S", "method": "ωB97M-V/def2-TZVPD", "elements": ["C", "B", "C", "S", "O", "O", "F", "H", "H", "H", "H", "H", "H", "C", "C", "C", "O", "H", "H", "H", "H", "H", "H", "H", "H", "C", "C", "C", "O", "H", "H", "H", "H", "H", "H", "H", "H", "C", "C", "C", "O", "H", "H", "H", "H", "H", "H", "H", "H", "C", "C", "C", "O", "H", "H", "H", "H", "H", "H", "H", "H", "C", "C", "C", "O", "H", "H", "H", "H", "H", "H", "H", "H", "C", "C", "C", "O", "H", "H", "H", "H", "H", "H", "H", "H", "C", "C", "C", "O", "H", "H", "H", "H", "H", "H", "H", "H", "C", "C", "C", "O", "H", "H", "H", "H", "H", "H", "H", "H"], "xyz": [[2.998, 3.794, -0.060], [4.236, 2.663, -0.002], [4.375, 1.848, 1.433], [5.363, 2.348, -1.517], [5.427, 3.592, -2.469], [6.804, 1.939, -1.062], [4.585, 1.057, -2.404], [3.317, 4.658, 0.666], [2.792, 4.129, -1.162], [2.077, 3.251, 0.457], [4.166, 2.618, 2.321], [5.379, 1.259, 1.558], [3.463, 1.082, 1.468], [0.221, -2.252, -2.078], [0.820, -0.861, -1.939], [2.096, -0.724, -2.755], [1.107, -0.605, -0.567], [0.916, -3.016, -1.713], [-0.690, -2.340, -1.476], [-0.026, -2.473, -3.121], [0.091, -0.112, -2.267], [2.857, -1.434, -2.413], [2.523, 0.278, -2.636], [1.906, -0.900, -3.818], [1.753, -1.266, -0.267], [8.179, -1.994, 0.104], [7.732, -0.748, 0.852], [8.914, -0.017, 1.468], [6.817, -1.117, 1.880], [8.673, -2.701, 0.780], [7.317, -2.516, -0.325], [8.872, -1.741, -0.705], [7.202, -0.077, 0.166], [9.434, -0.654, 2.193], [8.576, 0.870, 2.014], [9.630, 0.294, 0.701], [7.279, -1.713, 2.493], [7.713, 2.810, 5.453], [7.200, 2.886, 4.024], [7.955, 3.931, 3.219], [5.812, 3.210, 4.037], [7.578, 3.767, 5.969], [7.152, 2.062, 6.024], [8.775, 2.546, 5.478], [7.303, 1.906, 3.543], [7.829, 4.928, 3.656], [7.567, 3.983, 2.196], [9.024, 3.701, 3.177], [5.711, 4.079, 4.461], [-1.774, -1.499, 2.095], [-1.884, -0.133, 2.755], [-3.231, 0.512, 2.473], [-0.844, 0.712, 2.267], [-1.866, -1.416, 1.006], [-0.795, -1.946, 2.297], [-2.551, -2.177, 2.461], [-1.743, -0.234, 3.836], [-3.375, 0.665, 1.397], [-3.291, 1.499, 2.943], [-4.052, -0.106, 2.850], [-0.961, 0.807, 1.307], [-1.127, -7.459, -2.241], [-0.583, -6.160, -1.669], [-1.078, -5.929, -0.250], [-0.991, -5.072, -2.494], [-2.222, -7.439, -2.286], [-0.773, -7.606, -3.267], [-0.818, -8.317, -1.637], [0.512, -6.185, -1.677], [-2.171, -5.855, -0.223], [-0.688, -4.985, 0.145], [-0.767, -6.742, 0.414], [-1.962, -5.042, -2.493], [-8.115, 0.265, 2.001], [-7.248, -0.957, 1.740], [-8.087, -2.221, 1.640], [-6.303, -1.100, 2.797], [-8.656, 0.165, 2.949], [-7.497, 1.165, 2.083], [-8.843, 0.411, 1.197], [-6.683, -0.815, 0.812], [-8.627, -2.408, 2.575], [-7.448, -3.093, 1.464], [-8.814, -2.149, 0.825], [-6.795, -1.226, 3.625], [-11.470, 1.798, -1.394], [-11.943, 0.776, -0.372], [-13.453, 0.817, -0.204], [-11.320, 1.040, 0.882], [-11.728, 2.815, -1.078], [-10.380, 1.766, -1.495], [-11.919, 1.612, -2.375], [-11.634, -0.227, -0.686], [-13.781, 1.799, 0.153], [-13.777, 0.084, 0.543], [-13.961, 0.602, -1.150], [-11.589, 1.929, 1.169], [0.949, 1.643, -5.385], [1.548, 3.033, -5.247], [2.824, 3.171, -6.062], [1.834, 3.289, -3.874], [1.644, 0.878, -5.020], [0.038, 1.555, -4.784], [0.702, 1.421, -6.428], [0.819, 3.782, -5.575], [3.585, 2.460, -5.721], [3.251, 4.172, -5.943], [2.634, 2.995, -7.125], [2.481, 2.629, -3.575]], "homo_energy_ev": -9.69, "lumo_ev": -1.194, "max_force_ev_per_a": 7.43, "smiles": "CB(C)S(=O)(=O)F.CC(C)O.CC(C)O.CC(C)O.CC(C)O.CC(C)O.CC(C)O.CC(C)O.CC(C)O", "homo_lumo_gap_ev": 8.49}